No. 1
Molecular formula: C26H45MnN4O3P
Method: DFT, ωB97M-V/def2-TZVPD

```
80
Properties=species:S:1:pos:R:3:forces:R:3:lowdin_spin:R:1
Mn -0.100 0.658 -0.707 -0.5 0.6 -0.9 4.699
C -0.518 5.083 -0.977 0.2 -0.3 0.0 0.003
C -0.335 3.685 -1.548 -0.4 0.2 -0.9 0.013
O 0.215 2.803 -0.815 0.1 -0.4 0.7 0.050
C -0.798 3.458 -2.836 0.0 0.5 0.6 0.004
C -0.794 2.207 -3.473 0.2 -1.0 0.0 0.015
C -1.337 2.093 -4.875 0.2 0.0 0.1 0.003
N -0.361 1.116 -2.869 -0.3 0.7 1.1 0.028
N -0.370 -0.003 -3.623 0.2 -1.4 -1.2 0.001
C -0.573 -1.126 -2.979 -0.1 2.0 -0.3 0.010
O -0.880 -1.154 -1.730 0.3 -0.3 0.9 0.051
C -0.403 -2.338 -3.805 -0.1 -0.5 -0.3 0.001
C -0.109 -2.174 -5.162 -0.1 0.0 0.0 0.001
C 0.131 -3.263 -5.970 0.1 -0.1 -0.1 0.000
C 0.088 -4.545 -5.440 0.0 -0.1 0.1 0.001
C -0.243 -4.722 -4.107 0.1 -0.2 -0.1 0.000
C -0.498 -3.631 -3.294 0.0 0.5 0.1 0.001
H -0.089 5.136 0.020 0.1 0.0 0.1 0.000
H -1.576 5.338 -0.928 0.0 0.0 0.0 0.001
H -0.026 5.809 -1.619 0.0 0.2 0.0 0.000
H -1.230 4.288 -3.375 0.0 0.1 0.0 0.000
H -1.666 3.059 -5.246 0.0 0.1 0.0 0.000
H -2.167 1.387 -4.901 0.0 0.0 0.0 0.001
H -0.560 1.694 -5.526 0.0 0.0 -0.1 0.000
H -0.080 -1.168 -5.552 0.1 0.0 0.0 0.000
H 0.366 -3.125 -7.016 0.0 0.1 -0.1 0.000
H 0.315 -5.400 -6.063 -0.1 0.0 0.0 0.000
H -0.296 -5.721 -3.697 0.0 -0.1 0.0 0.000
H -0.760 -3.771 -2.255 0.0 0.0 0.1 0.000
C 2.186 -2.137 -1.109 -0.1 0.1 0.0 0.003
C 2.236 -1.654 0.334 -0.3 0.2 -0.1 0.003
C 2.953 -0.301 0.374 -0.3 0.1 -0.1 0.012
P 0.499 -1.296 0.960 1.0 -1.3 0.4 0.024
C 0.823 -1.115 2.810 -0.2 0.3 -0.4 0.004
C -0.521 -1.003 3.522 0.0 0.2 -0.1 0.000
C 1.736 -2.098 3.538 0.0 0.1 -0.3 0.001
C -0.464 -2.874 0.726 0.0 0.3 -0.1 0.003
C -0.042 -4.109 1.508 0.0 0.2 -0.1 0.001
C -1.956 -2.559 0.852 0.1 0.1 -0.2 0.001
H 3.192 -2.289 -1.499 0.1 0.0 0.0 0.000
H 1.684 -1.378 -1.723 0.1 -0.2 -0.1 0.003
H 1.642 -3.073 -1.206 -0.1 0.0 -0.1 0.000
H 2.762 -2.387 0.953 -0.1 0.1 0.0 0.000
H 2.325 0.445 -0.173 0.6 -0.2 0.3 0.007
H 3.930 -0.344 -0.108 0.0 0.0 -0.1 0.001
H 3.090 0.046 1.397 0.0 0.2 0.0 0.000
H 1.298 -0.129 2.859 0.0 0.0 0.0 0.000
H -1.006 -1.974 3.600 0.0 -0.1 0.0 0.000
H -1.178 -0.331 2.973 -0.2 0.0 0.1 0.000
H -0.390 -0.610 4.529 0.0 0.0 0.2 0.000
H 1.335 -3.106 3.535 0.0 -0.1 0.0 0.000
H 1.828 -1.785 4.578 0.0 0.0 0.1 0.000
H 2.739 -2.125 3.118 0.1 0.0 0.0 0.000
H -0.293 -3.065 -0.336 0.0 0.1 0.1 0.000
H -0.372 -4.071 2.542 0.0 0.0 0.2 0.000
H 1.038 -4.229 1.482 0.1 -0.1 0.1 0.000
H -0.491 -4.994 1.058 -0.1 -0.1 0.0 0.000
H -2.263 -2.376 1.878 0.0 0.0 0.2 0.000
H -2.551 -3.383 0.463 -0.1 -0.1 0.0 0.000
H -2.179 -1.670 0.258 -0.1 -0.1 0.0 0.001
C -1.901 3.811 3.504 0.0 0.3 0.3 0.000
N -1.640 2.721 2.602 0.3 -0.1 -0.2 0.001
C -2.769 2.093 1.950 0.0 -0.4 -0.3 0.001
C -0.398 2.337 2.241 -0.1 0.5 0.3 0.005
O -0.223 1.460 1.397 0.1 -0.1 -0.1 0.040
N 0.665 3.021 2.852 -0.1 -0.3 -0.2 0.002
C 0.941 2.686 4.238 -0.1 0.0 0.2 0.000
C 1.873 3.055 2.045 0.0 0.0 -0.2 0.000
H -2.686 4.448 3.093 0.0 0.0 0.0 0.000
H -0.994 4.398 3.627 -0.1 0.0 0.0 0.000
H -2.230 3.453 4.485 0.0 0.0 0.0 0.000
H -3.541 2.840 1.773 0.0 0.0 0.0 0.000
H -3.183 1.289 2.564 -0.1 0.0 0.0 0.000
H -2.439 1.670 0.990 -0.3 0.2 0.4 0.002
H 0.017 2.525 4.791 0.0 0.0 0.0 0.000
H 1.494 3.506 4.700 0.0 -0.1 0.1 0.000
H 1.550 1.773 4.314 -0.1 0.1 0.0 0.000
H 1.581 3.117 0.998 0.1 0.1 0.0 0.000
H 2.493 2.164 2.183 0.0 -0.1 0.0 0.000
H 2.454 3.933 2.327 0.0 0.0 0.0 0.000
```
Forces are in eV/Å.

- net charge = 0
- spin multiplicity = 6
- energy above the lowest of the compared OMol25 structures with the same formula, charge and spin (eV) = 0.858
- highest occupied orbital energy (spin up / spin down) (eV) = -6.22 / -6.27
- HOMO-LUMO gap (spin up / spin down) (Ha) = 0.2432 / 0.2440
- molecular weight (g mol⁻¹) = 547.58
- largest force on an atom (hartree/bohr) = 0.0391



No. 2
Molecular formula: C51H44BrCaN6O6S2
Method: DFT, ωB97M-V/def2-TZVPD

```
111
Properties=species:S:1:pos:R:3:forces:R:3:mulliken_charge:R:1
Ca -5.163 -21.460 2.700 -0.4 -0.8 -0.1 2.318
Br 1.213 -18.131 3.887 -0.2 -0.1 0.1 -0.261
C -0.125 -19.466 3.593 -0.8 -0.7 1.7 -0.205
C -0.054 -20.213 2.406 -0.2 0.7 0.3 -0.360
C -0.994 -21.179 2.166 0.2 -0.5 -1.1 -0.449
C -2.050 -21.413 3.107 -2.6 -0.5 -1.2 0.523
O -3.088 -22.116 2.729 1.9 0.2 0.2 -0.892
C -2.110 -20.737 4.360 1.8 0.8 -0.3 0.299
C -3.106 -20.950 5.397 -0.9 0.4 0.9 0.102
N -4.363 -21.263 5.231 1.1 -1.0 -1.4 0.168
C -5.308 -21.694 6.158 -0.7 -0.1 1.8 0.836
C -5.099 -21.720 7.555 -1.0 0.5 -2.1 -0.762
C -6.138 -21.799 8.495 0.0 -1.0 -1.2 -0.859
C -7.375 -22.128 8.068 -1.1 0.9 0.0 -0.700
C -7.685 -22.218 6.684 -0.2 -0.1 0.0 0.918
C -9.021 -22.395 6.254 0.2 -1.4 0.4 -0.895
C -9.228 -22.774 4.955 -1.4 0.2 0.6 -0.830
C -8.191 -22.710 4.066 2.3 1.3 -1.6 -0.742
N -6.944 -22.255 4.393 -1.5 -1.1 -0.9 1.045
C -6.670 -22.109 5.685 1.1 1.2 1.5 -0.430
C -1.057 -19.790 4.607 0.2 -0.7 -1.5 -0.865
H 0.713 -19.900 1.703 -0.2 -0.4 -0.2 0.405
H -1.023 -21.691 1.144 -0.1 0.6 1.8 -0.157
H -2.668 -20.704 6.403 -0.6 -0.4 -0.4 0.055
H -4.147 -21.547 7.952 1.5 0.4 0.2 0.461
H -5.910 -21.647 9.511 0.2 0.0 1.2 0.436
H -8.223 -22.155 8.743 0.1 -0.1 0.1 0.338
H -9.860 -22.494 6.959 0.6 0.4 -0.1 0.327
H -10.235 -23.055 4.621 0.5 0.1 0.0 0.386
H -8.399 -22.868 2.992 0.5 0.0 0.6 0.361
H -1.011 -19.384 5.596 0.1 0.6 0.3 0.487
C -0.254 -24.549 -3.038 0.5 1.3 1.4 -1.479
C -1.595 -24.138 -2.458 -1.8 -1.8 -0.4 0.823
C -1.615 -23.583 -1.194 1.6 0.4 0.0 -0.481
C -2.769 -23.297 -0.523 -1.7 -0.5 -0.7 -0.203
C -4.001 -23.559 -1.125 -0.4 -0.7 -0.4 -0.402
C -4.082 -24.277 -2.374 1.0 1.5 1.6 -0.666
C -2.889 -24.559 -3.012 2.2 0.7 0.7 -0.756
S -5.507 -22.927 -0.302 -1.4 -1.7 1.2 1.370
O -6.564 -23.207 -1.285 1.1 0.6 1.0 -0.801
O -5.261 -21.551 0.062 0.5 1.0 -0.2 -0.696
N -5.705 -23.607 1.263 0.2 0.9 -3.3 0.258
C -6.008 -24.944 1.212 0.3 -0.6 0.8 -0.464
C -6.641 -25.654 0.174 0.4 0.6 1.6 -0.501
C -6.651 -27.057 0.212 -0.7 -0.1 -1.2 -0.540
C -6.005 -27.750 1.194 0.3 -1.0 1.1 -0.980
C -5.540 -27.091 2.396 0.2 0.2 -1.0 0.795
C -4.944 -27.724 3.524 0.7 0.0 -0.4 -0.622
C -4.678 -26.986 4.651 -1.8 0.3 1.2 -0.955
C -5.154 -25.638 4.654 0.7 0.6 1.3 -0.013
N -5.404 -24.976 3.556 -0.7 0.3 0.6 0.213
C -5.612 -25.675 2.434 -0.3 -0.5 -1.4 0.182
H -0.292 -24.952 -4.014 -0.1 -0.3 -1.1 0.394
H 0.291 -25.247 -2.389 -0.5 -0.2 0.0 0.307
H 0.432 -23.677 -2.987 -0.4 -0.2 -0.5 0.333
H -0.666 -23.327 -0.676 -0.5 -0.3 -0.5 0.382
H -2.729 -22.956 0.478 -0.2 0.7 0.9 0.587
H -5.016 -24.514 -2.843 -0.4 0.0 0.2 0.517
H -2.897 -25.109 -3.944 0.0 0.0 -0.1 0.325
H -7.164 -25.055 -0.551 0.1 -0.4 -0.3 0.656
H -7.233 -27.538 -0.633 1.1 0.2 1.1 0.273
H -5.860 -28.836 1.155 -0.3 0.3 -0.1 0.307
H -4.594 -28.760 3.482 -0.5 0.1 -0.1 0.363
H -4.469 -27.438 5.647 0.3 0.2 -1.1 0.375
H -5.307 -25.054 5.632 0.7 -0.9 -1.4 0.195
C 1.323 -29.012 4.536 -1.0 0.1 -0.5 -0.989
C 2.165 -27.744 4.336 -0.7 -0.2 -0.8 -0.484
S 1.296 -26.177 3.873 0.8 0.0 1.4 0.477
O 2.469 -25.249 3.873 0.0 0.2 -0.8 -0.650
C 0.530 -25.701 5.499 -1.6 -0.7 -0.1 -0.184
C 1.517 -25.397 6.618 0.2 0.4 0.1 -1.154
H 1.906 -29.931 4.376 -0.1 0.4 -0.1 0.337
H 0.384 -29.066 3.887 1.3 0.2 0.7 0.248
H 0.991 -29.021 5.569 -0.2 -0.2 0.1 0.282
H 2.887 -27.858 3.502 -0.3 0.2 0.6 0.420
H 2.631 -27.428 5.258 0.6 -0.2 0.0 0.229
H -0.189 -26.485 5.857 0.5 0.5 -0.6 0.278
H -0.110 -24.835 5.180 0.7 -0.5 0.5 0.208
H 1.983 -26.295 7.050 -0.3 0.1 -0.1 0.295
H 1.013 -24.840 7.438 0.3 -0.4 -0.6 0.354
H 2.332 -24.784 6.235 -0.1 0.1 0.0 0.327
O -5.214 -18.724 2.663 -0.8 0.5 -0.6 -0.819
C -6.322 -18.828 2.106 0.1 -3.1 0.5 -0.065
N -7.010 -17.924 1.362 -0.5 -0.6 0.3 -0.107
C -8.328 -18.455 0.925 1.4 -0.6 1.4 2.585
C -8.104 -19.960 1.420 -1.4 -2.2 -1.4 -0.438
O -8.926 -20.844 1.068 1.6 1.5 0.9 -0.731
N -6.980 -20.122 2.123 -0.2 3.2 -0.4 -0.099
C -9.535 -18.013 1.742 1.2 0.9 1.3 -0.422
C -10.695 -18.783 1.666 -0.4 0.1 -1.2 -0.063
C -11.785 -18.435 2.445 -0.9 0.3 0.2 -0.919
C -11.644 -17.483 3.444 0.1 1.0 0.3 -0.369
C -10.444 -16.796 3.617 0.7 0.4 -0.5 -0.762
C -9.373 -16.986 2.724 -0.8 -1.5 -0.2 -0.444
C -8.504 -18.437 -0.547 -0.7 -0.4 -1.8 0.101
C -7.609 -19.097 -1.423 0.1 0.4 0.1 -0.239
C -7.873 -19.293 -2.788 -1.0 0.4 0.2 -0.854
C -9.102 -18.814 -3.298 1.1 -0.8 0.3 -0.415
C -9.907 -18.085 -2.448 -0.8 0.1 -2.4 -0.730
C -9.668 -17.919 -1.131 -0.2 0.7 1.8 -0.334
H -6.670 -16.989 1.374 -0.2 0.7 -0.3 0.313
H -10.747 -19.574 0.884 0.0 0.7 0.9 0.483
H -12.813 -18.776 2.246 0.7 -0.4 0.1 0.334
H -12.470 -17.110 4.060 0.1 -0.6 -0.3 0.350
H -10.370 -16.049 4.412 0.0 -0.2 -0.2 0.387
H -8.393 -16.497 2.836 -0.8 -0.1 0.0 0.330
H -6.673 -19.457 -1.009 0.0 -0.2 0.0 0.382
H -7.174 -19.823 -3.442 -0.2 0.1 0.4 0.386
H -9.493 -19.075 -4.287 0.6 0.3 0.2 0.364
H -10.748 -17.605 -2.940 -0.3 -0.1 0.4 0.353
H -10.471 -17.380 -0.585 1.0 -0.4 0.0 0.295
```
Forces are in eV/Å.

- net charge = -1
- highest occupied orbital energy (eV) = -4.53
- HOMO-LUMO gap (Ha) = 0.2185
- molecular weight (g mol⁻¹) = 1021.07
- largest force on an atom (hartree/bohr) = 0.0669



No. 3
Molecular formula: C23H17Cl5N6O3Pt
Method: DFT, ωB97M-V/def2-TZVPD

```
55
Properties=species:S:1:pos:R:3:forces:R:3:lowdin_spin:R:1
Pt 0.698 0.879 0.023 -0.2 0.1 0.3 1.245
Cl -5.112 4.786 -0.526 0.0 0.0 0.0 0.049
C -3.616 4.161 -0.013 0.0 0.0 0.0 0.114
C -3.113 3.043 -0.628 -0.1 0.0 0.0 -0.003
C -1.882 2.521 -0.209 0.0 0.0 0.0 0.154
N -1.251 1.457 -0.745 0.1 -0.2 -0.3 0.302
C -1.569 0.874 -1.955 0.1 0.1 0.2 0.035
O -2.660 0.759 -2.455 -0.1 0.0 0.0 0.063
C -0.320 0.437 -2.690 0.0 0.0 0.0 0.016
C -0.381 0.067 -4.016 0.0 0.0 0.0 0.001
C 0.806 -0.142 -4.707 0.0 0.0 0.0 0.014
C 2.010 0.033 -4.046 0.0 0.0 0.0 0.003
C 1.997 0.387 -2.708 0.0 0.0 0.0 0.030
N 0.852 0.571 -2.040 0.0 0.1 -0.1 0.071
C -1.155 3.173 0.862 0.0 0.1 0.1 0.153
C -1.697 4.311 1.483 -0.1 0.0 0.0 0.000
C -2.903 4.800 1.056 0.1 0.0 0.0 0.104
Cl -3.550 6.187 1.798 0.0 0.0 0.0 0.044
N 0.000 2.573 1.204 0.2 -0.1 0.1 0.303
C 0.636 2.740 2.415 0.0 0.0 -0.1 0.036
O 0.649 3.707 3.130 0.0 0.0 0.0 0.076
C 1.254 1.422 2.856 0.0 0.1 0.1 0.079
C 1.851 1.313 4.123 0.0 0.0 0.0 0.290
C 2.320 0.058 4.547 0.0 0.0 0.0 0.017
C 2.125 -1.037 3.767 0.0 0.0 0.0 0.268
C 1.348 -0.939 2.495 -0.1 0.0 -0.1 0.072
N 1.081 0.418 2.038 0.1 -0.1 -0.1 0.305
H -3.670 2.564 -1.417 0.0 0.0 0.0 -0.002
H -1.351 -0.006 -4.489 0.0 0.0 0.0 0.000
H 0.790 -0.411 -5.755 0.0 0.0 0.0 0.001
H 2.956 -0.086 -4.556 0.0 0.0 0.0 0.000
H 2.911 0.541 -2.152 0.0 0.0 0.0 0.006
H -1.156 4.806 2.272 0.0 0.0 0.0 -0.001
H 1.944 2.208 4.721 0.0 0.0 0.0 0.013
H 2.828 -0.038 5.497 0.0 0.0 0.0 -0.005
H 2.433 -2.024 4.088 0.0 0.0 0.0 0.010
H 0.359 -1.387 2.692 0.0 0.1 0.1 0.038
C -1.738 -2.651 -0.066 0.1 0.0 0.0 0.001
N -0.991 -3.609 -0.916 -0.1 0.0 0.0 0.000
C -1.837 -4.339 -1.891 0.0 0.0 0.1 0.000
C 0.268 -3.868 -0.910 0.0 0.0 0.0 0.000
O 1.251 -3.363 -0.207 0.2 0.0 0.0 0.001
H -2.786 -2.739 -0.336 0.0 0.0 0.0 0.000
H -1.392 -1.638 -0.260 0.0 0.0 0.0 0.001
H -1.605 -2.889 0.982 0.0 0.0 0.0 0.000
H -2.555 -4.945 -1.342 0.0 0.0 0.0 0.000
H -1.225 -4.974 -2.525 0.0 0.0 0.0 0.000
H -2.363 -3.606 -2.498 0.0 0.0 0.0 0.000
H 0.644 -4.617 -1.597 0.0 0.0 0.0 0.000
Cl 4.031 -3.164 1.839 0.0 0.0 -0.1 0.001
C 3.335 -1.799 0.947 0.1 -0.1 0.1 0.007
Cl 4.113 -0.294 1.456 -0.1 0.0 0.0 0.027
Cl 3.644 -1.962 -0.789 -0.1 -0.1 0.0 0.007
C 1.855 -1.796 1.328 -0.3 -0.2 -0.4 0.038
N 0.890 -2.473 0.826 0.2 0.2 0.4 0.013
```
Forces are in eV/Å.

- net charge = +2
- spin multiplicity = 5
- energy above the lowest of the compared OMol25 structures with the same formula, charge and spin (eV) = 2.264
- highest occupied orbital energy (spin up / spin down) (eV) = -13.03 / -13.78
- HOMO-LUMO gap (spin up / spin down) (Ha) = 0.2438 / 0.2278
- molecular weight (g mol⁻¹) = 797.77
- largest force on an atom (hartree/bohr) = 0.0110